(one)
19
Properties=species:S:1:pos:R:3 method="wB97M-V/def2-TZVPD" e_homo_ev="-15.22 / -15.22" orbital_gap_ev="11.0991 / 6.8594" total_charge=+1 multiplicity=2
C 1.78 -1.06 1.15
C 1.29 -0.87 -0.26
N -0.17 -0.67 -0.32
C -0.75 -0.42 -1.51
N -1.88 0.21 -1.51
H 1.69 -0.12 1.71
H 2.85 -1.25 1.18
H 1.26 -1.87 1.66
H 1.75 0.02 -0.71
H 1.46 -1.79 -0.83
H -0.61 -0.30 0.54
H -0.26 -0.70 -2.44
H -2.47 0.02 -2.31
H -2.58 0.40 0.42
H -2.71 0.42 1.93
O -2.13 0.71 1.22
H 0.69 3.12 -0.22
H -0.03 1.87 0.08
O 0.82 2.28 0.22


(two)
19
Properties=species:S:1:pos:R:3 method="wB97M-V/def2-TZVPD" e_homo_ev="-13.91 / -13.02" orbital_gap_ev="7.3548 / 4.8117" total_charge=+1 multiplicity=2
C 0.71 0.36 -0.08
N 1.06 -0.89 -0.67
C 0.28 -1.16 -1.85
O -0.74 2.64 -0.58
C -0.20 0.22 1.18
N -0.43 1.47 1.80
H 1.64 0.86 0.25
H 0.13 1.11 -0.65
H -0.73 -0.81 -1.62
H 0.19 -2.18 -2.21
H 0.66 -0.57 -2.68
H -0.95 3.48 -1.05
H 0.10 -0.48 1.94
H -1.13 -0.22 0.74
H -0.52 2.25 1.09
H -1.11 1.42 2.53
H 0.45 -3.28 0.98
H 0.79 -1.63 0.04
O -0.22 -2.58 0.84


Here are the energies relative to the best structure, in eV: (one) 0.000; (two) 6.211.


(one)
7
Properties=species:S:1:pos:R:3 method="wB97M-V/def2-TZVPD" e_homo_ev=-9.29 orbital_gap_ev=9.7082 total_charge=0 multiplicity=1
C -0.48 0.81 0.09
C -0.06 -0.31 -0.11
O 0.21 -1.54 0.00
H -0.56 1.80 -0.25
H 0.93 -1.90 0.57
N -2.78 0.30 0.00
N -3.30 -0.66 0.00


(two)
7
Properties=species:S:1:pos:R:3 method="wB97M-V/def2-TZVPD" e_homo_ev=-10.11 orbital_gap_ev=8.7084 total_charge=0 multiplicity=1
O 0.42 2.17 0.63
C -0.13 1.15 0.31
C 0.21 -0.10 1.00
N 0.87 -0.91 0.29
N 0.32 -1.80 -0.42
H -0.92 1.09 -0.49
H -0.68 -1.66 -0.17


(three)
7
Properties=species:S:1:pos:R:3 method="wB97M-V/def2-TZVPD" e_homo_ev=-10.57 orbital_gap_ev=11.0809 total_charge=0 multiplicity=1
C 2.18 0.64 -0.18
C -1.31 -0.60 -0.03
N 1.23 0.69 0.48
N -0.27 -0.40 -0.59
O -2.21 -0.70 0.65
H 0.62 0.86 1.24
H -0.24 -0.49 -1.58


Here are the energies relative to the best structure, in eV: (one) 0.089; (two) 2.785; (three) 0.000.


(one)
16
Properties=species:S:1:pos:R:3 method="wB97M-V/def2-TZVPD" e_homo_ev=-13.43 orbital_gap_ev=9.2816 total_charge=+1 multiplicity=1
N 1.54 -1.51 0.34
C 0.56 -0.68 -0.08
C 0.83 0.73 -0.51
C 0.06 1.72 0.26
N -1.15 1.49 0.59
C -1.69 -0.07 -0.11
S -3.45 -0.20 0.24
N -0.72 -1.09 0.16
H 2.47 -0.99 0.21
H 1.38 -2.29 0.94
H 0.48 0.81 -1.61
H 1.95 0.85 -0.52
H 0.35 2.68 0.62
H -1.42 0.38 -1.19
H -3.42 0.39 1.42
H -0.94 -2.04 0.54


(two)
16
Properties=species:S:1:pos:R:3 method="wB97M-V/def2-TZVPD" e_homo_ev=-13.30 orbital_gap_ev=8.2409 total_charge=+1 multiplicity=1
C -2.04 -1.83 0.04
C -0.46 -0.35 -0.25
C 2.47 0.66 0.49
C 1.63 0.97 -0.65
N -2.60 -0.67 0.21
N -1.62 0.23 0.04
N -0.71 -1.67 -0.25
S -1.93 1.91 0.18
H -2.55 -2.76 0.11
H 2.69 -0.40 0.59
H 2.11 1.08 1.42
H 3.44 1.14 0.28
H 1.77 0.46 -1.58
H 1.07 1.90 -0.67
H -0.05 -2.40 -0.43
H -3.23 1.72 0.46


Here are the energies relative to the best structure, in eV: (one) 0.000; (two) 1.567.


(one)
16
Properties=species:S:1:pos:R:3 method="wB97M-V/def2-TZVPD" e_homo_ev=-10.33 orbital_gap_ev=9.9637 total_charge=0 multiplicity=1
C -1.69 1.53 0.10
C -2.58 0.64 -0.21
C -0.95 0.14 0.38
C 1.24 1.17 -0.10
C 1.13 -1.31 0.02
C 0.30 -0.04 -0.42
N -2.86 -0.66 -0.28
N -1.79 -1.13 0.21
H -0.93 0.38 1.41
H 2.24 0.85 -0.31
H 1.07 1.50 0.86
H 0.87 1.96 -0.75
H 1.55 -1.12 1.12
H 1.97 -1.44 -0.58
H 0.42 -2.24 -0.01
H -0.01 -0.23 -1.44


(two)
16
Properties=species:S:1:pos:R:3 method="wB97M-V/def2-TZVPD" e_homo_ev=-8.71 orbital_gap_ev=9.4943 total_charge=0 multiplicity=1
C -2.59 -0.20 -0.45
C -1.56 0.82 -0.05
C -0.27 0.38 0.18
C 0.91 1.29 0.04
C 2.05 0.23 -0.24
N 1.66 -0.89 -0.40
N 0.16 -1.02 -0.39
C -0.19 -0.72 0.98
H -2.29 -1.49 -0.32
H -3.57 0.15 -0.56
H -1.45 1.84 0.27
H 0.73 2.28 -0.40
H 1.17 1.77 1.05
H 3.11 0.30 -0.28
H 0.64 -0.88 1.69
H -1.17 -1.37 1.38


Here are the energies relative to the best structure, in eV: (one) 0.412; (two) 0.000.


(one)
16
Properties=species:S:1:pos:R:3 method="wB97M-V/def2-TZVPD" e_homo_ev=-8.28 orbital_gap_ev=8.8703 total_charge=0 multiplicity=1
H -2.37 1.85 0.57
N -1.37 1.70 0.45
C -1.12 0.47 0.18
C -2.15 -0.63 0.05
C 0.27 0.08 -0.04
C 1.39 0.92 0.01
N 1.99 1.98 -0.09
C 0.89 -1.13 -0.34
C 2.24 -1.01 0.03
H -2.06 -1.13 -0.92
H -1.99 -1.39 0.82
H -3.16 -0.24 0.15
H 1.47 2.75 -0.50
H 0.46 -1.94 -0.92
H 2.48 -0.79 1.06
H 3.04 -1.50 -0.53


(two)
16
Properties=species:S:1:pos:R:3 method="wB97M-V/def2-TZVPD" e_homo_ev=-9.10 orbital_gap_ev=9.4874 total_charge=0 multiplicity=1
C 1.72 -0.96 -0.64
C 1.58 0.24 0.09
C 0.47 1.13 -0.03
C -0.64 0.81 -1.07
N -1.50 -0.05 -0.89
N -1.18 -1.22 0.04
C -0.52 -0.83 1.13
C -0.22 0.75 1.20
H 0.87 -0.98 -1.43
H 2.63 -1.88 -0.72
H 2.47 0.51 0.69
H 0.47 2.36 0.24
H -0.46 1.24 -2.07
H -0.55 -1.47 1.93
H 0.34 1.05 2.11
H -1.36 1.33 1.04


(three)
16
Properties=species:S:1:pos:R:3 method="wB97M-V/def2-TZVPD" e_homo_ev=-9.43 orbital_gap_ev=10.4692 total_charge=0 multiplicity=1
C 1.61 -0.27 1.41
C 0.28 0.26 0.77
C 0.04 0.86 -0.58
C 0.95 0.79 -1.66
C 1.59 0.69 -2.63
C -2.73 -0.98 0.21
H 2.40 -0.53 0.51
H 1.85 0.71 2.34
H 1.38 -1.21 1.92
H -0.34 0.89 1.40
H -0.70 1.61 -0.62
H 2.20 0.47 -3.51
H -3.83 -1.12 0.42
H -2.07 -1.82 0.04
N -0.60 -0.42 -0.15
N -2.05 0.06 0.12


(four)
16
Properties=species:S:1:pos:R:3 method="wB97M-V/def2-TZVPD" e_homo_ev=-9.08 orbital_gap_ev=8.4701 total_charge=0 multiplicity=1
C 3.07 -0.15 0.20
N 1.79 -0.67 -0.38
C 0.75 -0.07 -0.19
C -0.44 -0.82 -0.09
C -1.42 0.13 0.17
C -2.77 -0.41 0.03
C -0.72 1.41 -0.15
N 0.56 1.33 -0.10
H 4.12 -0.63 0.66
H 3.38 0.58 -0.50
H 2.84 0.82 0.82
H -0.29 -2.00 -0.39
H -2.74 -1.57 0.23
H -3.56 -0.13 0.97
H -3.32 -0.27 -0.99
H -1.24 2.44 -0.29


Here are the energies relative to the best structure, in eV: (one) 0.000; (two) 3.379; (three) 2.979; (four) 1.918.


(one)
16
Properties=species:S:1:pos:R:3 method="wB97M-V/def2-TZVPD" e_homo_ev=-7.83 orbital_gap_ev=8.1739 total_charge=0 multiplicity=1
C 0.15 1.90 -0.66
C 0.12 0.56 0.00
C -1.36 -0.04 0.35
N -2.30 0.20 1.15
C -0.28 -0.88 0.17
C -0.09 -2.11 -0.64
C 1.11 0.06 0.84
N 2.26 -0.35 1.02
H 0.81 2.63 -0.18
H 0.46 1.85 -1.71
H -0.85 2.35 -0.64
H -2.73 1.12 1.04
H 0.84 -2.63 -0.36
H -0.91 -2.81 -0.45
H -0.06 -1.91 -1.72
H 2.82 0.07 1.76


(two)
16
Properties=species:S:1:pos:R:3 method="wB97M-V/def2-TZVPD" e_homo_ev=-9.27 orbital_gap_ev=10.0018 total_charge=0 multiplicity=1
N 1.66 1.07 -2.18
C 1.30 0.58 -1.22
C 0.87 -0.04 0.06
C 0.01 1.02 0.85
C -1.29 0.93 -0.01
N -1.22 -0.43 -0.72
C -0.19 -1.12 0.02
C 1.23 -1.52 0.10
H -0.13 0.69 1.89
H 0.42 2.04 0.79
H -1.18 1.60 -0.87
H -2.20 1.04 0.57
H -2.10 -0.88 -0.57
H -0.56 -1.25 1.01
H 1.57 -1.92 1.03
H 1.80 -1.81 -0.75


Here are the energies relative to the best structure, in eV: (one) 2.187; (two) 0.000.